C34H52ClIN5O6S2SiW as an isolated structure in a non-equilibrium geometry, computed with the ωB97M-V functional and the def2-TZVPD basis.

Computed properties:
- electronic energy (hartree) = -3962.939801
- HOMO energy (alpha / beta) (hartree) = -0.352 / -0.379
- relative energy (zero: lowest compared OMol25 entry of this formula, charge and spin) (kJ/mol) = 151.3
- HOMO-LUMO gap (alpha / beta) (eV) = 6.24 / 6.46

ORCA input file:
```
! wB97M-V def2-TZVPD RIJCOSX def2/J DEFGRID3
* xyz 1 3
W -1.616 0.901 0.154
N -5.365 -0.244 2.415
C -4.227 0.289 1.909
S -4.194 0.553 0.175
N -3.243 0.560 2.710
N -2.105 1.060 2.128
C -1.332 1.821 2.934
C -0.358 2.599 2.299
C 0.398 3.625 2.920
C 1.113 4.495 2.145
C 1.094 4.352 0.742
C 0.411 3.292 0.202
N -0.269 2.398 0.936
H -6.173 -0.187 1.814
H -5.521 -0.139 3.405
H -1.557 1.902 3.988
H 0.342 3.740 3.991
H 1.683 5.295 2.588
H 1.616 5.048 0.107
H 0.380 3.111 -0.869
Cl -2.470 4.344 -5.725
C -2.457 3.837 -4.077
C -2.772 4.765 -3.100
C -2.757 4.394 -1.766
I -3.155 5.689 -0.167
C -2.407 3.100 -1.401
O -2.381 2.672 -0.141
C -2.038 2.172 -2.387
N -1.599 0.952 -1.873
C -1.337 -0.008 -2.823
C -1.480 0.219 -4.175
C -1.831 1.467 -4.680
C -2.110 2.501 -3.763
H -3.022 5.776 -3.374
H -0.976 -0.959 -2.433
H -1.275 -0.592 -4.858
H -1.893 1.649 -5.739
C -4.378 -3.071 -1.102
C -3.537 -4.019 -0.258
C -2.043 -3.808 -0.460
S -1.247 -2.333 0.312
O -2.118 -1.150 -0.135
C -1.867 -2.570 2.023
C -0.925 -1.858 2.985
C -1.560 -1.667 4.360
H -5.432 -3.225 -0.890
H -4.215 -3.251 -2.162
H -4.130 -2.035 -0.888
H -3.769 -5.050 -0.540
H -3.804 -3.913 0.793
H -1.815 -3.718 -1.521
H -1.468 -4.644 -0.061
H -1.906 -3.637 2.230
H -2.867 -2.133 2.064
H -0.657 -0.883 2.554
H -0.006 -2.440 3.068
H -2.419 -1.002 4.287
H -0.843 -1.230 5.050
H -1.885 -2.624 4.761
C 2.107 0.198 3.167
C 3.165 0.214 2.066
C 4.433 -0.510 2.526
C 3.513 1.641 1.652
O 2.672 -0.505 0.934
Si 1.452 -0.436 -0.130
O -0.007 -0.140 0.522
O 1.412 0.754 -1.256
C 2.353 1.134 -2.286
C 2.964 2.499 -1.954
C 1.591 1.240 -3.606
C 3.449 0.087 -2.433
O 1.442 -1.906 -0.830
C 2.182 -3.121 -0.610
C 1.730 -4.105 -1.690
C 3.687 -2.881 -0.728
C 1.870 -3.676 0.779
H 2.414 0.810 4.011
H 1.167 0.580 2.774
H 1.955 -0.821 3.510
H 4.884 0.027 3.354
H 5.149 -0.562 1.712
H 4.211 -1.523 2.847
H 3.882 2.214 2.498
H 2.638 2.139 1.245
H 4.290 1.609 0.893
H 2.231 3.291 -2.071
H 3.780 2.690 -2.644
H 3.350 2.524 -0.942
H 0.771 1.950 -3.529
H 1.190 0.273 -3.889
H 2.265 1.582 -4.385
H 3.982 -0.048 -1.498
H 4.155 0.385 -3.201
H 3.003 -0.860 -2.718
H 1.878 -3.668 -2.672
H 0.678 -4.348 -1.573
H 2.317 -5.016 -1.617
H 3.963 -2.627 -1.745
H 4.219 -3.783 -0.442
H 3.983 -2.070 -0.073
H 0.823 -3.960 0.857
H 2.089 -2.913 1.518
H 2.486 -4.549 0.977
*
```

C34H26Cl5FIrN6O6 as an isolated structure in a non-equilibrium geometry, computed with the ωB97M-V functional and the def2-TZVPD basis.

Computed properties:
- electronic energy (hartree) = -4595.972099
- HOMO energy (alpha / beta) (hartree) = -0.464 / -0.469
- relative energy (zero: lowest compared OMol25 entry of this formula, charge and spin) (kJ/mol) = 0.0
- HOMO-LUMO gap (alpha / beta) (eV) = 7.59 / 5.82

ORCA input file:
```
! wB97M-V def2-TZVPD RIJCOSX def2/J DEFGRID3
* xyz 2 2
Ir 0.671 -0.053 2.762
O 0.173 -3.600 4.691
C 0.446 -2.690 3.955
N -0.303 -1.570 3.650
C -1.386 -1.155 4.407
O -1.968 -1.760 5.266
C -1.856 0.238 3.992
C -3.046 0.738 4.475
C -3.513 1.944 3.976
C -2.790 2.591 2.985
C -1.595 2.042 2.557
N -1.130 0.902 3.071
C 1.746 -2.695 3.162
C 2.562 -3.809 3.142
C 3.654 -3.817 2.290
C 3.879 -2.724 1.463
C 3.035 -1.634 1.552
N 2.008 -1.617 2.404
H -3.579 0.161 5.218
H -4.437 2.369 4.344
H -3.130 3.522 2.556
H -0.991 2.534 1.809
H 2.307 -4.642 3.784
H 4.317 -4.671 2.257
H 4.708 -2.705 0.771
H 3.183 -0.739 0.961
C -0.638 3.513 -3.978
C 0.637 2.742 -3.681
N 0.498 1.863 -2.507
C 0.918 2.309 -1.318
C 0.838 1.621 -0.132
C 1.383 2.375 1.077
O 1.622 3.559 0.930
O 1.568 1.716 2.163
C 0.258 0.332 -0.142
O 0.129 -0.457 0.842
C -0.240 -0.145 -1.426
C -0.852 -1.402 -1.508
C -1.304 -1.872 -2.703
F -1.841 -3.105 -2.741
C -1.207 -1.121 -3.892
C -0.614 0.127 -3.804
C -0.112 0.620 -2.591
N -1.701 -1.572 -5.133
C -2.630 -2.698 -5.221
C -3.167 -2.777 -6.656
N -3.137 -1.401 -7.254
C -1.715 -0.942 -7.474
C -0.862 -1.474 -6.318
H -0.502 4.126 -4.869
H -0.885 4.176 -3.149
H -1.487 2.848 -4.142
H 1.453 3.426 -3.461
H 0.962 2.136 -4.526
H 1.358 3.299 -1.290
H -0.945 -2.012 -0.620
H -0.573 0.743 -4.690
H -3.450 -2.534 -4.524
H -2.176 -3.662 -4.982
H -4.187 -3.152 -6.682
H -2.551 -3.402 -7.299
H -3.592 -0.756 -6.606
H -3.659 -1.372 -8.130
H -1.735 0.145 -7.509
H -1.388 -1.327 -8.438
H -0.026 -0.802 -6.149
H -0.435 -2.450 -6.573
Cl 4.593 3.365 8.145
C 3.572 2.506 7.119
C 4.100 1.884 5.957
Cl 5.773 2.005 5.646
C 3.284 1.182 5.105
Cl 3.945 0.357 3.780
C 1.869 1.073 5.381
O 1.020 0.460 4.683
C 1.370 1.695 6.593
Cl -0.289 1.539 6.920
C 2.197 2.394 7.434
Cl 1.588 3.133 8.844
*
```

> What is the formula in the second record?

C34H26Cl5FIrN6O6

> What is the formula in the first record?

C34H52ClIN5O6S2SiW